Record 1
Entry from OMol25: 8 unconnected molecules or ions with the total composition C29H39F7IO25P (the ωB97M-V functional and the def2-TZVPD basis).

## Properties
SMILES	CC(C)CCO[C@@H](O)COCP(O)I.O=C1OC[C@@H](F)O1.O=C1OC[C@@H](F)O1.O=C1OC[C@@H](F)O1.O=C1OC[C@@H](F)O1.O=C1OC[C@@H](F)O1.O=C1OC[C@@H](F)O1.O=C1OC[C@@H](F)O1
energy	-4347.6689	a.u.
Kohn-Sham gap	9.21	eV

```
! RIJCOSX wB97M-V def2-TZVPD def2/J DEFGRID3
* xyz 0 1
C 2.8584 -5.6618 -1.6418
C 2.6473 -4.2992 -2.2977
C 3.8674 -3.4050 -2.0811
C 1.3785 -3.6394 -1.7551
C 0.9395 -2.4157 -2.5465
O -0.4219 -2.0675 -2.3223
C -0.6855 -1.4152 -1.1091
O -1.3941 -0.2296 -1.3549
C -1.4666 -2.3363 -0.1805
O -2.6321 -2.7553 -0.8649
C -2.8154 -4.1269 -1.0734
P -4.6349 -4.4597 -1.1965
O -4.5814 -5.7509 -2.2208
I -5.0886 -2.6923 -2.8060
H 3.1625 -5.5412 -0.5991
H 3.6295 -6.2418 -2.1478
H 1.9311 -6.2402 -1.6451
H 2.5206 -4.4511 -3.3769
H 3.6958 -2.3805 -2.4162
H 4.7447 -3.7828 -2.6066
H 4.1248 -3.3743 -1.0193
H 1.5562 -3.3637 -0.7077
H 0.5517 -4.3566 -1.7604
H 1.0160 -2.6170 -3.6166
H 1.5689 -1.5467 -2.3261
H 0.2517 -1.1207 -0.6204
H -2.1537 -0.4529 -1.9128
H -0.8383 -3.1778 0.1241
H -1.7636 -1.7822 0.7136
H -2.4495 -4.7016 -0.2112
H -2.3213 -4.4947 -1.9811
H -4.9388 -6.5383 -1.7976
O 6.3231 -5.6787 -1.3914
C 6.8252 -6.2402 -2.3026
O 6.1548 -6.9352 -3.2546
C 7.0743 -7.3135 -4.2785
C 8.4084 -7.2494 -3.5547
F 9.4055 -6.8086 -4.3578
O 8.1642 -6.2937 -2.5461
H 7.0589 -6.5702 -5.0778
H 6.8156 -8.2952 -4.6620
H 8.7265 -8.1843 -3.0898
O -8.2657 -2.6141 3.6167
C -7.8667 -2.2165 2.5775
O -7.8296 -2.9165 1.4240
C -7.4561 -2.0406 0.3571
C -6.7532 -0.9195 1.0979
F -6.9925 0.3029 0.5546
O -7.3538 -0.9633 2.3755
H -8.3530 -1.6571 -0.1322
H -6.8137 -2.5555 -0.3474
H -5.6739 -1.0436 1.2032
O -7.3135 5.1515 4.9171
C -7.0260 4.1047 4.4474
O -7.5552 3.5822 3.3167
C -6.8327 2.3976 2.9773
C -6.2187 2.0019 4.3069
F -4.9797 1.4686 4.1579
O -6.1166 3.2382 4.9795
H -6.0400 2.6446 2.2682
H -7.5034 1.6578 2.5574
H -6.8192 1.3154 4.9058
O 0.4842 0.2951 4.2158
C 0.1866 0.8921 3.2378
O 0.0342 0.3492 2.0080
C -0.4982 1.3435 1.1261
C -0.1097 2.6284 1.8303
F -1.0449 3.6038 1.7003
O -0.0476 2.2316 3.1856
H -1.5840 1.2487 1.0831
H -0.0824 1.2221 0.1326
H 0.8591 3.0332 1.5379
O -3.3492 0.3487 -3.6700
C -3.8983 0.4043 -4.7171
O -5.1132 -0.1339 -4.9871
C -5.5187 0.2729 -6.2938
C -4.1936 0.6386 -6.9408
F -4.3061 1.6971 -7.7766
O -3.3990 1.0027 -5.8311
H -6.1478 1.1617 -6.2208
H -6.0518 -0.5362 -6.7825
H -3.7017 -0.1755 -7.4760
O 3.5356 3.2058 1.1825
C 3.4656 4.0701 1.9880
O 2.6202 4.0781 3.0414
C 2.9117 5.2070 3.8653
C 3.6439 6.1226 2.8996
F 4.6498 6.8094 3.5038
O 4.1997 5.2185 1.9711
H 3.5860 4.9041 4.6680
H 1.9918 5.6148 4.2712
H 3.0135 6.8379 2.3690
O 9.7936 10.0699 6.0812
C 8.8435 9.8703 5.4075
O 8.0893 8.7455 5.4287
C 6.9373 8.9494 4.6116
C 7.3876 10.0731 3.6954
F 6.3783 10.9287 3.3988
O 8.3521 10.7403 4.4773
H 6.1070 9.2962 5.2300
H 6.6743 8.0305 4.0996
H 7.8489 9.7484 2.7608
*
```

=====

Record 2
Entry from OMol25: a molecular structure, C22H18N11O4S3Sc at a distorted geometry (the ωB97M-V functional and the def2-TZVPD basis).

## Properties
energy	-3707.6059	a.u.
Kohn-Sham gap	6.06	eV

```
! RIJCOSX wB97M-V def2-TZVPD def2/J DEFGRID3
* xyz 0 1
Sc 1.0243 -1.0779 0.7973
S 1.4455 -4.6291 0.3909
C 0.3634 -4.3589 -0.9690
C 0.6337 -5.2405 -2.0164
C -0.1632 -5.2729 -3.1471
C 0.1290 -6.2133 -4.1986
N 0.3592 -6.9672 -5.0336
C -1.2188 -4.3584 -3.2492
C -1.4558 -3.4619 -2.2255
C -0.6950 -3.4418 -1.0472
S -1.1511 -2.2552 0.1655
C -2.0559 -4.3230 -4.4241
N -2.7308 -4.2920 -5.3523
H 1.4821 -5.9103 -1.9577
H -2.2609 -2.7465 -2.3248
S -0.8519 0.7985 1.6406
C -0.3361 1.9207 0.4251
N -0.5301 3.2083 0.4378
N -1.0889 3.7051 1.5273
C -1.3417 5.0740 1.6491
C -1.9326 5.5225 2.8273
C -2.1996 6.8711 2.9955
C -1.8798 7.7791 1.9952
C -1.2908 7.3183 0.8254
C -1.0178 5.9716 0.6397
N 0.2374 1.5687 -0.8103
N 0.6572 0.3958 -0.9453
C 0.9533 0.0803 -2.3378
C 1.7355 -1.0228 -2.6371
C 1.9685 -1.3633 -3.9639
C 1.4161 -0.6107 -4.9869
C 0.6233 0.4887 -4.6767
C 0.3849 0.8346 -3.3585
H -1.3322 3.0673 2.2799
H -2.1829 4.8128 3.6068
H -2.6608 7.2104 3.9139
H -2.0879 8.8323 2.1245
H -1.0369 8.0161 0.0378
H -0.5592 5.6132 -0.2699
H 2.1640 -1.6342 -1.8565
H 2.5819 -2.2261 -4.1880
H 1.5890 -0.8825 -6.0194
H 0.1735 1.0741 -5.4675
H -0.2473 1.6753 -3.1130
N -0.1336 -2.9234 3.2321
N 0.0704 -2.1417 4.3519
C 0.8285 -1.0433 4.2655
N 0.9307 -0.2694 5.3435
N 1.4289 -0.8459 3.0723
N 2.0513 0.3376 2.8273
O 2.3447 0.4112 1.6212
O 2.2594 1.2204 3.6098
H -1.0679 -2.8489 2.8489
H 0.1809 -3.8742 3.3600
H -0.3816 -2.3465 5.2328
H 0.3216 -0.4353 6.1263
H 1.4216 0.6056 5.2744
O 2.3980 -2.2436 0.0893
O 1.7334 -3.1529 1.0414
*
```

=====

Record 3
Entry from OMol25: 16 unconnected molecules or ions with the total composition C46H131N7O16 at a distorted geometry (the ωB97M-V functional and the def2-TZVPD basis).

## Properties
energy	-3417.8834	a.u.
Kohn-Sham gap	8.88	eV

```
! RIJCOSX wB97M-V def2-TZVPD def2/J DEFGRID3
* xyz 0 1
C 1.5858 5.2434 -4.8231
C 2.0543 5.7732 -6.2157
O 1.9888 7.1729 -6.2752
H 0.5455 5.5513 -4.7176
H 2.1812 5.6457 -4.0035
H 1.6779 4.1584 -4.8724
H 1.4078 5.3041 -6.9574
H 3.0863 5.4724 -6.3958
H 2.3631 7.5152 -7.0903
C 4.4012 -3.5886 5.4627
C 4.0554 -5.0968 5.1256
O 3.1227 -5.5192 6.1542
H 3.5834 -2.8960 5.2634
H 5.1508 -3.2403 4.7522
H 4.7444 -3.4109 6.4819
H 4.9899 -5.6345 5.2861
H 3.6465 -5.2213 4.1229
H 2.3365 -5.0457 5.8729
C 5.3640 -1.5859 0.2395
C 5.4957 -2.4546 -1.0694
O 6.6543 -3.2173 -0.9761
H 4.9192 -2.3154 0.9162
H 4.7075 -0.7158 0.2344
H 6.3527 -1.3269 0.6184
H 5.3719 -1.8004 -1.9324
H 4.7085 -3.2044 -0.9906
H 6.7468 -3.5516 -1.8713
C -1.5860 7.0514 0.7320
C -0.6494 7.1171 -0.3903
O 0.6577 7.3868 -0.0049
H -1.2833 6.3607 1.5190
H -2.5162 6.6737 0.3074
H -1.6681 8.0593 1.1387
H -1.1793 7.8118 -1.0420
H -0.7583 6.1366 -0.8538
H 1.0945 7.7094 -0.7966
C -6.5737 -1.7165 1.0076
C -6.7834 -0.2703 0.4703
O -5.6213 0.4880 0.5331
H -6.5002 -1.7947 2.0923
H -5.5325 -1.9833 0.8267
H -7.3265 -2.3612 0.5539
H -7.5534 0.2834 1.0074
H -7.1475 -0.3441 -0.5545
H -5.0262 0.3022 -0.1968
C -2.3067 -5.2053 6.3721
C -1.1872 -4.4229 7.0958
O -0.3525 -3.7317 6.2588
H -2.9119 -4.6599 5.6480
H -3.0034 -5.6315 7.0940
H -1.8085 -6.0184 5.8442
H -0.4990 -5.1066 7.5927
H -1.5137 -3.8022 7.9302
H -0.4639 -2.7782 6.2531
C -3.9402 -5.8120 -1.0684
C -2.9753 -5.5946 -2.1642
O -3.6021 -4.5467 -2.9854
H -4.9695 -6.0044 -1.3708
H -3.8260 -4.9714 -0.3840
H -3.6996 -6.7124 -0.5030
H -2.8884 -6.5758 -2.6310
H -2.0111 -5.2945 -1.7539
H -4.3980 -4.8978 -3.3916
C 2.1754 -8.6431 0.5802
C 0.7317 -8.6425 1.0524
O -0.1294 -8.7855 -0.0636
H 2.4181 -7.7577 -0.0074
H 2.3386 -9.5228 -0.0424
H 2.8968 -8.6954 1.3957
H 0.4940 -7.6735 1.4915
H 0.5119 -9.3915 1.8132
H -1.0043 -9.0200 0.2547
C 0.5207 0.8320 9.0428
C 1.0583 0.5008 7.6392
O -0.0128 0.1492 6.8237
H 0.1978 -0.1411 9.4128
H -0.3221 1.5192 9.1173
H 1.3034 1.2060 9.7028
H 1.6793 -0.3921 7.5672
H 1.6501 1.3389 7.2712
H -0.5573 0.9365 6.7515
C -0.5953 5.2035 6.9437
C -1.8638 5.2605 6.0848
C -2.8420 4.0350 6.2362
O -2.0545 2.9950 5.5488
C -2.5274 2.7721 4.1902
N -2.6562 6.3877 6.3302
H 0.0274 6.0963 6.8873
H 0.1073 4.4581 6.5712
H -0.8224 5.0703 8.0014
H -1.5070 5.3882 5.0628
H -3.8400 4.2055 5.8325
H -2.7794 3.8545 7.3093
H -1.8372 2.1017 3.6781
H -2.6723 3.7076 3.6499
H -3.5245 2.3384 4.2666
H -2.9858 6.2917 7.2800
H -3.5124 6.3272 5.7979
C 2.8885 2.8944 3.3429
C 4.0091 3.3191 4.3008
C 5.0798 2.2075 4.5897
O 5.9263 2.6397 5.6655
C 6.7357 1.6221 6.0029
N 4.7060 4.5071 3.8147
H 2.0645 3.6044 3.2725
H 2.3526 2.0071 3.6800
H 3.1758 2.6995 2.3097
H 3.5377 3.6497 5.2263
H 5.6915 1.9221 3.7339
H 4.6107 1.2564 4.8415
H 7.4751 2.0462 6.6823
H 7.3439 1.2198 5.1928
H 6.1491 0.8289 6.4665
H 5.4380 4.6995 4.4835
H 5.2097 4.2463 2.9790
C -7.1422 -1.9068 -5.0814
C -7.9635 -2.7965 -6.0276
C -7.7323 -4.2881 -5.7967
O -6.3615 -4.7547 -5.7716
C -5.8288 -4.7298 -7.0532
N -9.3537 -2.3651 -5.9348
H -6.0996 -2.2243 -5.1023
H -7.6048 -1.9996 -4.0988
H -7.3217 -0.9042 -5.4694
H -7.7336 -2.5833 -7.0716
H -8.3634 -4.7754 -6.5400
H -8.1175 -4.6265 -4.8348
H -4.7421 -4.7614 -6.9744
H -6.1647 -3.8328 -7.5734
H -6.1315 -5.6059 -7.6267
H -9.6903 -2.3540 -4.9826
H -9.9590 -2.9786 -6.4615
C -4.9789 3.5539 -4.0791
C -4.7447 3.9022 -5.4826
C -4.4454 2.6794 -6.4509
O -3.2436 1.9021 -6.1822
C -3.0773 0.8068 -7.0501
N -5.9564 4.6402 -5.8571
H -5.3848 4.3731 -3.4856
H -4.0059 3.2744 -3.6749
H -5.6145 2.6726 -3.9929
H -3.9198 4.5868 -5.6803
H -4.4330 3.0342 -7.4815
H -5.2184 1.9274 -6.2925
H -2.6340 0.9892 -8.0290
H -3.9983 0.2362 -7.1695
H -2.3284 0.0695 -6.7609
H -5.8387 5.5734 -5.4893
H -5.8776 4.9137 -6.8262
C 9.1548 4.7192 0.9244
C 8.5539 3.3082 0.7357
C 7.3848 3.2858 -0.3157
O 6.4321 4.2603 0.0978
C 5.3039 4.2859 -0.7413
N 9.6014 2.4052 0.3358
H 9.8694 4.8694 1.7336
H 8.3833 5.4650 1.1159
H 9.6169 5.1524 0.0373
H 8.1679 2.9176 1.6773
H 6.9993 2.2674 -0.3633
H 7.7872 3.6813 -1.2483
H 4.8649 3.2949 -0.8574
H 5.6740 4.5431 -1.7337
H 4.5078 4.9604 -0.4258
H 9.2578 1.4865 0.5765
H 10.3738 2.5402 0.9724
C -0.6855 1.1959 -1.3299
C -1.2353 -0.1765 -1.6428
C -1.1261 -1.1600 -0.4540
O 0.0593 -1.0169 0.3296
C -0.0235 -1.7468 1.5165
N -2.6613 -0.0456 -1.9798
H -1.3399 1.6428 -0.5814
H -0.6369 1.7274 -2.2803
H 0.2463 1.3560 -0.7875
H -0.6331 -0.5758 -2.4589
H -1.1804 -2.1849 -0.8209
H -1.9854 -0.9275 0.1751
H 0.0157 -2.8353 1.4752
H -0.8246 -1.4658 2.2002
H 0.9387 -1.5463 1.9877
H -2.6098 0.4517 -2.8574
H -3.0453 -0.9332 -2.2711
C 1.8705 -5.1698 -4.2541
C 1.4596 -3.8300 -4.7801
C 2.5398 -3.1536 -5.7040
O 2.0076 -1.8064 -5.9407
C 2.9449 -0.7685 -6.1404
N 0.1422 -3.9660 -5.4141
H 1.2420 -5.5146 -3.4329
H 2.8110 -5.2073 -3.7044
H 1.8119 -5.9359 -5.0273
H 1.2982 -3.0976 -3.9892
H 2.7447 -3.6079 -6.6734
H 3.3600 -3.0738 -4.9905
H 3.5349 -0.5553 -5.2490
H 2.4118 0.1300 -6.4511
H 3.8319 -1.0223 -6.7208
H -0.5437 -4.0574 -4.6784
H -0.0539 -3.0489 -5.7890
*
```

=====

Record 4
Entry from OMol25: a single C4H10N2 molecule at a distorted geometry (the ωB97M-V functional and the def2-TZVPD basis).

## Properties
SMILES	CC/C(N)=C/N
energy	-267.8412	a.u.
Kohn-Sham gap	8.67	eV

```
! RIJCOSX wB97M-V def2-TZVPD def2/J DEFGRID3
* xyz 0 1
C -2.0076 -0.8143 0.1763
C -1.2010 0.2867 -0.3730
C 0.2607 0.1788 -0.1250
N 0.6179 -0.0113 1.2395
C 1.3574 0.2383 -1.0046
N 2.7247 0.2203 -0.5710
H -3.0155 -0.7565 -0.2940
H -2.1706 -0.9035 1.3120
H -1.4963 -1.7940 -0.0218
H -1.3575 1.3238 0.1962
H -1.3519 0.3570 -1.5249
H 0.0966 0.6034 1.8499
H 0.5642 -0.7684 1.9836
H 1.0333 0.3371 -2.0279
H 3.1007 0.8970 -1.2156
H 2.8450 0.6056 0.4001
*
```

=====

Record 5
Entry from OMol25: 2 unconnected molecules or ions with the total composition Br5HOSi2 at a distorted geometry (the ωB97M-V functional and the def2-TZVPD basis).

## Properties
SMILES	Br[SiH](Br)Br.O=[Si](Br)Br
energy	-13525.1276	a.u.
Kohn-Sham gap	9.33	eV

```
! RIJCOSX wB97M-V def2-TZVPD def2/J DEFGRID3
* xyz 0 1
Br 0.3615 -2.7101 0.7490
Si -0.6330 -1.2599 -0.4545
Br -2.7380 -1.5964 -0.4291
Br 0.2052 -1.3615 -2.5588
H -0.2083 0.0765 -0.0137
O 2.3455 -0.1458 -0.1551
Si 3.8352 -0.2100 -0.0395
Br 5.2346 1.2028 -0.8651
Br 5.0383 -1.9210 0.6769
*
```

=====

Record 6
Entry from OMol25: a molecular structure, C22H25N3O3Pd at a distorted geometry (the ωB97M-V functional and the def2-TZVPD basis).

## Properties
energy	-1370.4664	a.u.
Kohn-Sham gap (spin up / spin down)	3.91 / 4.01	eV

```
! RIJCOSX wB97M-V def2-TZVPD def2/J DEFGRID3
* xyz 2 3
C -5.0266 -2.3852 -4.7816
C -5.1718 -3.7412 -4.7090
H -4.3778 -1.8999 -5.5117
H -5.6459 -1.7246 -4.1578
C -4.6710 -4.5705 -3.6045
C -3.7116 -4.1967 -2.7113
H -3.0451 -3.3450 -2.8633
H -3.6180 -4.7870 -1.7896
C -5.9463 -4.4922 -5.7808
H -6.1792 -3.8094 -6.5903
H -6.8859 -4.8798 -5.3815
H -5.4044 -5.3481 -6.1970
C -5.2425 -5.9821 -3.4382
H -4.9735 -6.6527 -4.2799
H -6.3475 -5.9575 -3.3766
H -4.8532 -6.4095 -2.4995
Pd 0.1876 -0.1481 0.3154
O -1.4911 -0.8191 -0.7071
C -2.5901 -0.2201 -0.4727
O -1.3878 0.3013 2.0300
C -2.5379 -0.1546 1.9343
O -3.3141 -0.4320 2.9835
N -3.2264 -0.3787 0.7556
C -4.6389 -0.8696 2.4828
C -4.5707 -0.9302 0.9798
H -5.3807 -0.1482 2.8273
H -4.8437 -1.8429 2.9248
H -5.3539 -0.3387 0.4937
H -4.6055 -1.9740 0.6275
C -3.1443 0.6607 -1.4518
C -2.3626 1.1646 -2.4564
H -4.2227 0.8442 -1.3774
H -1.4842 0.6350 -2.8345
H -2.7053 1.9884 -3.0974
C 3.6363 0.0366 2.6949
C 3.7827 1.4092 2.9680
C 2.9414 2.3464 2.3713
C 1.9112 1.8818 1.5370
N 1.7716 0.5404 1.3152
C 2.6218 -0.3712 1.8251
C 0.9438 2.7158 0.8605
C 0.8298 4.1175 0.9749
C -0.2137 4.7724 0.3263
C -1.0716 4.0332 -0.4933
C -0.7860 2.6868 -0.6979
N 0.0903 2.0502 0.0545
H 4.2768 -0.7244 3.1365
H 4.5569 1.7429 3.6608
H 3.0334 3.4283 2.5129
H 2.4243 -1.3970 1.5096
H 1.5600 4.6286 1.5960
H -0.3792 5.8451 0.4548
H -1.9390 4.4576 -0.9929
H -1.2977 2.0979 -1.4705
*
```